(1)
Formula: C37H77BrClN6O8S
Source: OMol25
Level of theory: wB97M-V/def2-TZVPD

Properties
- Kohn-Sham gap (eV) = 5.8
- E_HOMO (Ha) = -0.3941
- total energy (a.u.) = -5818.1837
- ΔE to the lowest compared entry with this formula, charge and spin (kJ/mol) = 0.00

Structure (ORCA input):
```
! wB97M-V def2-TZVPD RIJCOSX def2/J DEFGRID3
* xyz 1 1
C -0.23 -1.56 -1.72
C -11.53 -0.75 1.00
H 6.41 -1.38 3.59
H 6.30 -3.88 -7.59
H -5.30 1.57 8.65
S 1.44 5.39 3.98
H 4.65 0.82 -6.57
H -9.50 1.66 1.88
H 3.30 -6.61 -7.12
O 8.73 0.47 1.96
C 2.74 -0.88 -6.10
H -8.08 1.31 -0.19
H 3.24 0.64 -8.67
H 1.04 1.93 -5.92
H 4.89 -3.54 -5.51
C -2.66 2.43 2.31
H 5.26 -7.27 -6.90
H 1.84 -1.43 -6.39
C -0.62 1.79 0.50
C -8.47 -0.10 1.23
H -11.51 -1.21 2.00
C 0.03 3.22 0.81
O -10.89 0.51 0.98
H 6.32 0.59 1.43
N 6.15 -4.89 -7.57
C -4.44 0.89 8.64
H 0.82 0.53 -6.99
H 1.23 2.11 2.45
H 2.00 3.73 1.84
H -7.51 -2.04 1.17
H -0.97 -2.45 -1.69
O 3.50 -4.69 -6.39
H 6.02 -0.99 1.31
H -12.57 -0.61 0.71
Br 1.54 -2.37 -1.21
O -3.50 3.52 1.90
H -1.61 -1.23 -5.09
O -6.35 1.62 3.17
C 1.02 3.18 2.11
H -1.55 -2.74 -3.98
C 6.41 0.66 4.16
H -4.86 2.13 0.94
H -2.02 2.22 9.17
C -2.44 2.45 8.18
N 4.98 -0.10 -6.85
H 4.13 -1.95 -7.33
C 6.72 -0.43 3.14
N -3.98 1.67 6.38
H 2.89 -6.41 -5.38
H 9.34 1.56 3.64
H 0.68 -1.47 -3.80
H 6.78 -4.98 -5.58
C 0.41 3.96 3.40
H -5.52 3.83 1.21
H -9.94 0.25 2.82
N -8.22 0.30 -0.16
C 2.75 0.46 1.01
C 8.96 1.71 2.62
H 3.99 -0.78 -9.36
H -11.08 -1.41 0.27
H -4.83 -0.09 8.37
H 3.15 -1.40 -5.23
H -3.24 1.84 5.70
H -4.96 3.59 8.96
H -3.65 3.47 10.18
H 1.81 -5.81 -6.66
N -0.71 -0.53 -0.76
H -0.66 4.35 3.22
C 2.67 0.74 -0.38
H 3.65 0.65 -0.99
H -9.12 -2.07 0.50
C 5.88 -6.82 -6.12
H 5.51 -7.17 -5.15
H 5.42 0.50 4.60
H 2.32 -0.87 -8.80
C 8.21 -0.56 2.78
O -3.05 3.74 8.20
C -9.72 0.59 1.80
C -1.96 1.46 1.27
C -0.01 0.74 -0.50
H -0.25 0.10 -3.35
H 0.55 3.70 -0.07
H 7.14 0.65 4.98
H 8.05 2.30 2.64
Cl -4.15 -0.42 1.81
C 5.92 -5.30 -6.18
C -4.86 3.01 1.69
H 2.17 1.69 -7.24
H 6.40 1.66 3.73
C 3.81 -0.91 -7.21
C -3.35 1.32 7.66
O -2.50 2.31 3.56
C -1.60 -1.59 -4.00
H 3.74 0.66 1.59
C -0.27 -1.05 -3.28
H 1.59 6.30 2.94
H -4.06 5.03 9.43
H -5.37 3.26 4.00
O 2.40 0.42 -5.63
H 0.32 3.20 4.26
H -4.05 0.82 9.66
H 8.83 -0.68 3.68
H -4.41 2.58 6.50
H 1.49 0.69 -2.27
C 2.86 -5.95 -6.37
C 3.30 -0.45 -8.58
H -2.71 0.44 7.50
H -2.48 -1.84 -0.28
H 4.46 -4.96 -4.57
C -5.59 2.61 3.08
H 5.39 -0.49 -6.00
H 1.86 -0.02 1.54
H 6.88 -7.23 -6.25
H -8.90 -1.97 2.26
H 9.70 2.27 2.05
C -1.95 -0.84 -0.05
C 1.36 1.11 -1.21
H -1.59 2.54 7.49
C 4.67 -4.61 -5.59
H 5.28 -5.02 -8.08
H 1.36 2.26 -1.33
C -8.51 -1.63 1.29
C 1.56 1.16 -6.50
H -0.82 3.94 1.11
H 8.34 -1.48 2.20
H -2.49 -1.16 -3.42
N 5.90 -0.19 1.94
H -9.09 0.17 -0.68
H -7.62 0.22 1.83
C -3.97 3.95 9.25
C -2.62 0.09 0.98
*
```

(2)
Formula: C7H8NO3
Source: OMol25
Level of theory: wB97M-V/def2-TZVPD

Properties
- SMILES = C=C[C@@]1(C)CC(=O)N1C(=O)[O-]
- Kohn-Sham gap (eV) = 8.1
- E_HOMO (Ha) = -0.1728
- total energy (a.u.) = -552.0355
- ΔE to the lowest compared entry with this formula, charge and spin (kJ/mol) = 5.88

Structure (ORCA input):
```
! wB97M-V def2-TZVPD RIJCOSX def2/J DEFGRID3
* xyz -1 1
H 1.63 0.14 -1.86
O 0.21 2.00 -2.60
H 1.43 -0.63 1.03
H 2.81 -0.98 -0.84
H -1.11 -0.17 -1.60
H 0.20 0.83 2.38
C -0.21 2.59 0.91
O 1.07 3.76 -1.51
C 1.15 -0.23 0.11
C -1.25 -0.09 -0.49
H -2.10 0.49 -0.37
C -0.51 1.22 1.54
O -0.34 3.65 1.46
N 0.14 2.16 -0.33
H -1.44 1.17 1.91
H -1.37 -1.00 -0.01
C -0.11 0.62 0.18
C 1.89 -0.38 -1.00
C 0.49 2.71 -1.65
*
```

(3)
Formula: C36H49N4O4PYb
Source: OMol25
Level of theory: wB97M-V/def2-TZVPD

Properties
- Kohn-Sham gap (alpha / beta) (eV) = 7.6 / 3.7
- E_HOMO (alpha / beta) (Ha) = -0.4764 / -0.4761
- expectation value of S² = 2.05
- total energy (a.u.) = -3420.6006
- ΔE to the lowest compared entry with this formula, charge and spin (kJ/mol) = 275.56

Structure (ORCA input):
```
! wB97M-V def2-TZVPD RIJCOSX def2/J DEFGRID3
* xyz 2 3
H 0.12 -1.24 1.06
Yb -0.24 1.05 0.84
C 0.94 -1.63 -1.75
C 2.39 -5.25 -1.89
N 0.15 -3.57 -2.57
H 3.26 -7.20 -1.51
H 2.31 -0.53 -0.08
C -1.24 0.36 5.21
C 0.94 0.98 3.59
C -3.71 2.57 1.12
C 3.24 -6.14 -1.21
C -0.66 1.02 -1.47
H 0.16 5.70 -0.79
C 2.21 -0.43 1.01
C 3.46 -1.38 -5.88
C 2.14 -2.52 -3.69
C 0.96 7.31 -1.55
H -5.68 3.37 1.39
H 1.90 7.84 -1.39
C 1.19 0.70 4.94
N -0.32 0.99 3.08
H 1.07 -1.40 2.61
N -0.17 -1.92 -1.07
H 5.27 -2.17 -4.97
C 2.35 -3.89 -1.55
C 4.18 -2.07 -4.91
H -2.20 -1.87 1.62
O 1.00 6.16 -0.70
C -2.65 -1.67 0.63
H 1.48 -0.73 -6.50
H 2.24 0.73 5.30
H -5.70 1.75 0.64
H -4.86 0.50 -0.95
H -3.57 4.53 1.99
C 0.06 0.40 5.73
H 0.33 -1.72 -4.55
O 1.45 -0.49 -1.90
H -0.06 -4.50 -2.91
C 3.53 -2.65 -3.82
H -3.19 0.11 -1.47
C -1.42 0.63 3.83
H 0.21 0.21 6.79
C 1.44 -2.94 -2.42
H 0.13 8.00 -1.30
C -2.70 0.60 3.13
C -5.20 2.37 1.41
H -3.07 -2.61 0.22
H 4.65 -3.93 0.98
C 4.05 -5.68 -0.16
H 2.49 1.42 -0.79
H -3.99 4.05 -0.40
H -5.29 -1.91 0.94
H 2.46 3.82 1.16
H 3.76 1.77 0.44
C 2.08 1.44 2.64
H 1.13 3.47 0.03
C -3.69 -0.57 0.58
C 1.41 -1.83 -4.66
H -3.60 0.39 3.72
C 2.67 1.86 0.21
H -5.37 1.93 2.40
H 2.12 2.54 2.64
H 2.72 3.84 -0.58
H 4.71 -6.37 0.37
H 3.20 -0.68 1.43
C -4.88 -1.00 1.42
H -2.39 3.27 -0.52
C 4.02 -4.32 0.18
H 4.08 -3.16 -3.03
H -3.26 3.22 3.17
H 3.05 1.04 2.99
H -3.85 2.41 -1.09
C 3.18 -3.43 -0.52
H -1.83 -1.40 -0.06
H -2.00 3.69 1.99
C -3.09 3.55 2.13
H -4.40 -1.19 -1.35
H 3.19 -2.36 -0.28
O -0.82 1.19 -2.63
P -2.90 0.91 1.40
H 3.97 -0.93 -6.73
C -0.75 -3.06 -1.59
H -4.54 -1.25 2.44
C -4.06 -0.25 -0.89
O -1.82 -3.55 -1.37
N 1.94 1.01 1.22
C 2.07 -1.27 -5.75
H 1.41 -2.39 1.19
H -2.15 0.16 5.82
H -5.65 -0.22 1.46
C -3.46 3.09 -0.31
C 1.13 -1.38 1.52
C 2.20 3.31 0.23
H 0.88 7.04 -2.62
H 1.78 -5.63 -2.72
*
```

(4)
Formula: C8H27N9O5Rb
Source: OMol25
Level of theory: wB97M-V/def2-TZVPD

Properties
- Kohn-Sham gap (eV) = 9.4
- E_HOMO (Ha) = -0.4272
- total energy (a.u.) = -1214.0018
- ΔE to the lowest compared entry with this formula, charge and spin (kJ/mol) = 390.40

Structure (ORCA input):
```
! wB97M-V def2-TZVPD RIJCOSX def2/J DEFGRID3
* xyz 1 1
H 0.68 -4.84 -1.20
H -3.71 -3.51 -0.20
C -0.49 4.77 1.32
H -0.89 2.90 -0.56
H -3.71 -3.29 3.08
H 2.12 3.37 1.39
O 1.27 -2.44 -1.49
H -2.73 6.23 0.51
C -1.45 -0.59 -3.65
Rb -0.25 -0.07 -0.46
H 0.13 5.30 2.05
H 1.66 3.53 -0.27
H -1.15 -0.96 -5.59
H 1.73 1.95 0.66
O -2.00 0.06 -2.73
C -2.85 -2.72 1.42
H -2.28 -2.29 3.25
N -1.39 -0.29 -4.88
H -0.05 2.86 2.27
H 3.68 -2.33 -1.53
N -3.74 -3.44 0.80
C 1.41 3.00 0.65
N -0.76 -1.66 -3.50
H 3.62 0.82 2.20
C 3.04 -0.95 1.55
N 3.83 -0.17 2.16
N -0.92 2.56 0.39
H 4.74 -0.60 2.22
C 2.02 -3.36 -1.42
H 3.02 -2.73 0.67
C -2.71 5.77 1.49
N 3.33 -3.27 -1.62
O 1.96 -0.63 1.13
O -2.24 -1.75 0.98
C 0.00 3.28 1.27
H -0.42 5.20 0.32
N 1.63 -4.60 -1.44
H 4.30 -2.49 1.82
H 3.83 -4.04 -1.22
O -1.84 4.64 1.60
N -2.90 -2.85 2.68
H -3.63 5.26 1.76
H -4.40 -4.07 1.23
H -1.70 0.64 -5.15
H -0.85 -2.45 -4.12
H -1.77 2.96 0.75
N 3.48 -2.13 1.34
H -2.61 6.56 2.23
H 2.42 -5.23 -1.58
H -0.45 -1.90 -2.58
*
```

(5)
Formula: C2HAlFO2
Source: OMol25
Level of theory: wB97M-V/def2-TZVPD

Properties
- Kohn-Sham gap (alpha / beta) (eV) = 7.6 / 7.3
- E_HOMO (alpha / beta) (Ha) = -0.5892 / -0.5704
- total energy (a.u.) = -569.1524
- ΔE to the lowest compared entry with this formula, charge and spin (kJ/mol) = 0.00

Structure (ORCA input):
```
! wB97M-V def2-TZVPD RIJCOSX def2/J DEFGRID3
* xyz 1 1
C 0.96 -0.47 0.07
O 1.89 -1.26 -0.16
H -1.20 0.58 0.91
F 0.75 -0.20 1.52
C -0.01 0.11 -0.69
O -1.02 0.96 0.03
Al -1.38 0.28 -1.68
*
```

(6)
Formula: C40H64CoO5P2SeSi2
Source: OMol25
Level of theory: wB97M-V/def2-TZVPD

Properties
- Kohn-Sham gap (alpha / beta) (eV) = 6.3 / 5.8
- E_HOMO (alpha / beta) (Ha) = -0.0769 / -0.0573
- expectation value of S² = 0.82
- total energy (a.u.) = -6984.8198

Structure (ORCA input):
```
! wB97M-V def2-TZVPD RIJCOSX def2/J DEFGRID3
* xyz -2 2
C -4.11 0.10 3.70
C -3.53 4.17 2.54
C -4.65 -0.82 2.81
H -2.84 4.78 3.15
H -0.75 -6.07 -0.66
H 3.03 3.02 -1.64
C 1.98 -2.26 3.36
H 3.84 1.16 -4.17
H -4.69 0.43 4.55
H 3.97 -2.77 2.70
H 0.77 -4.61 1.55
C -2.04 -2.57 -3.24
Si -2.78 3.84 0.83
H -1.04 -2.84 1.60
C -4.35 -2.30 -2.26
C 3.11 -2.12 2.55
C 0.05 -3.46 -0.11
C -2.33 -4.06 0.42
H 5.47 -0.61 -3.43
H 4.63 4.93 -0.73
C 3.52 1.82 0.12
H 1.96 -3.02 4.13
H -2.43 1.33 4.18
H 2.91 2.26 2.14
H -4.53 -0.66 -0.86
C -3.90 -1.21 1.70
C 3.13 -1.16 1.56
C 3.74 0.67 -3.19
H 0.87 -0.42 -1.57
C -3.95 -0.93 -1.74
H 1.05 2.40 3.48
P 1.91 0.91 -0.04
C 2.69 -1.53 -1.56
C 4.75 3.33 1.78
H 2.67 3.77 -0.14
H -0.22 -6.79 0.86
H -4.34 -1.93 1.02
H -4.98 3.00 -0.02
P -1.52 -1.18 0.07
H 0.05 -1.48 3.84
C -2.83 0.61 3.48
C -3.54 -2.65 -3.51
H -2.24 6.21 0.37
H 1.75 0.04 -3.66
H 1.45 -5.12 0.01
C 3.42 3.15 -0.63
C -1.65 -1.18 -2.73
H -3.63 2.51 -1.06
Co -0.01 2.15 0.10
H -3.90 5.84 -0.13
H -2.28 0.33 -1.40
H 2.23 -2.14 -2.35
H 4.32 1.21 -0.33
H 2.54 -2.08 -0.64
C 4.18 -1.42 -1.88
C -1.26 -2.98 0.53
H 4.01 -1.06 0.94
H -5.64 -1.22 2.96
H -4.48 4.70 2.47
H -0.08 -3.59 -1.19
C 0.92 -0.41 2.19
C 0.03 2.00 3.55
C 2.25 0.58 -2.85
H 4.70 -0.88 -1.09
H 3.96 -1.30 -4.01
H 4.26 1.31 -2.47
H -3.81 -3.65 -3.88
H -3.92 1.66 0.47
H -4.22 -0.18 -2.51
H -1.77 -3.33 -2.51
H -3.69 3.23 3.07
H 4.32 1.23 2.05
H -0.03 1.39 4.46
H -3.25 -3.74 0.91
C 4.40 -0.70 -3.21
O 0.45 3.62 -1.37
O -1.30 3.25 0.99
H 5.33 3.58 -1.58
C 0.53 -4.78 0.50
H -1.68 -5.21 2.12
H -2.63 -6.14 0.97
H -3.80 -1.94 -4.30
H -4.17 -3.06 -1.49
H -1.48 -2.80 -4.15
C 1.95 -0.19 -1.55
C -2.45 -0.75 -1.49
C -3.95 2.64 -0.02
H 1.79 1.56 -2.85
C -0.56 -5.85 0.40
C -2.88 5.46 -0.10
H 4.14 4.23 1.91
C -2.07 0.22 2.38
C 2.03 -0.32 1.35
H -2.57 -4.25 -0.63
H 5.34 3.23 2.69
H -2.52 5.31 -1.12
C -1.85 -5.38 1.05
C 4.79 3.85 -0.67
C 0.91 -1.40 3.19
C 5.65 3.53 0.56
H 4.63 -2.43 -1.92
Se -0.54 2.92 -2.52
H -0.65 2.85 3.63
O 0.28 2.69 -3.92
H -0.58 -1.12 -2.51
H 6.38 4.32 0.73
O -1.92 3.75 -2.76
Si -0.37 0.99 2.00
H -1.83 -0.44 -3.52
C -2.63 -0.70 1.47
C 3.84 2.10 1.60
H 6.21 2.60 0.39
H 0.81 -2.69 0.03
O -0.83 1.46 -1.77
H -5.42 -2.32 -2.49
*
```